Entry 1:
{"formula": "C23H26N6O2", "method": "wB97M-V/def2-TZVPD", "spin_multiplicity": 1, "smiles": "CC(C)CC(=O)Nc1ccccc1-c1nnn(CC(=O)N2CCc3ccccc3C2)n1", "e_lumo_ev": 0.3, "symbols": ["C", "H", "H", "H", "C", "C", "H", "H", "H", "H", "C", "C", "O", "N", "C", "C", "C", "C", "C", "C", "C", "N", "N", "N", "N", "C", "H", "H", "C", "O", "N", "C", "C", "C", "C", "C", "C", "C", "C", "C", "H", "H", "H", "H", "H", "H", "H", "H", "H", "H", "H", "H", "H", "H", "H", "H", "H"], "coordinates": [[-7.10807, -0.98249, -0.88623], [-7.92203, -1.11931, -0.17828], [-6.89328, 0.08106, -0.95184], [-7.43813, -1.33115, -1.86234], [-5.86948, -1.75239, -0.43677], [-4.76568, -1.66025, -1.48819], [-3.86301, -2.16791, -1.15450], [-5.09613, -2.12850, -2.41303], [-4.52464, -0.62167, -1.70487], [-6.14066, -2.80829, -0.31866], [-5.39099, -1.25722, 0.94281], [-4.92960, 0.18797, 0.90666], [-5.67486, 1.12449, 1.09570], [-3.59561, 0.29678, 0.63107], [-2.82177, 1.43345, 0.46936], [-3.32602, 2.71819, 0.67420], [-2.52194, 3.82716, 0.50686], [-1.19311, 3.68781, 0.13161], [-0.67779, 2.42663, -0.07581], [-1.47215, 1.29068, 0.08643], [-0.86267, 0.00164, -0.15355], [0.40472, -0.16417, -0.53341], [0.51426, -1.47225, -0.62962], [-0.59203, -2.09915, -0.33738], [-1.46634, -1.20407, -0.03680], [1.71969, -2.15030, -0.98590], [1.44101, -3.15990, -1.29571], [2.21120, -1.62406, -1.80645], [2.66604, -2.31261, 0.22653], [2.81249, -3.41168, 0.72109], [3.27421, -1.21174, 0.69518], [3.26138, 0.12191, 0.14493], [4.65737, 0.63966, -0.11164], [4.81568, 1.77627, -0.89540], [6.07249, 2.29405, -1.14230], [7.18842, 1.67379, -0.60440], [7.03625, 0.54538, 0.17807], [5.77581, 0.01854, 0.43520], [5.62708, -1.21878, 1.27681], [4.20111, -1.34428, 1.80396], [3.99094, -0.55036, 2.52711], [4.03983, -2.31627, 2.27145], [5.85963, -2.09753, 0.66711], [6.33341, -1.19699, 2.10816], [7.90366, 0.06005, 0.60167], [8.17417, 2.07113, -0.79348], [6.18236, 3.17697, -1.75349], [3.94138, 2.25532, -1.31263], [2.76349, 0.79026, 0.86377], [2.68025, 0.16511, -0.77436], [0.35165, 2.29081, -0.37064], [-0.56742, 4.55766, 0.00209], [-2.93581, 4.81073, 0.67134], [-4.35729, 2.82882, 0.96440], [-3.08433, -0.57038, 0.46451], [-4.58269, -1.89851, 1.29770], [-6.22646, -1.32009, 1.64191]], "nbo_charge": [-0.610, 0.209, 0.217, 0.205, -0.195, -0.617, 0.213, 0.212, 0.204, 0.201, -0.493, 0.697, -0.611, -0.645, 0.181, -0.241, -0.173, -0.245, -0.168, -0.091, 0.269, -0.279, 0.021, -0.008, -0.313, -0.315, 0.267, 0.234, 0.670, -0.608, -0.424, -0.253, 0.024, -0.215, -0.213, -0.209, -0.191, -0.038, -0.432, -0.219, 0.195, 0.251, 0.223, 0.222, 0.210, 0.215, 0.215, 0.207, 0.210, 0.234, 0.219, 0.215, 0.216, 0.261, 0.443, 0.214, 0.233]}

Entry 2:
{"formula": "C9H21ClI2IrN2O2P", "method": "wB97M-V/def2-TZVPD", "spin_multiplicity": 5, "s_squared": 6.01, "charge": 2, "e_lumo_ev": [-6.2, -11.1], "symbols": ["I", "I", "Ir", "P", "C", "C", "H", "H", "H", "C", "H", "H", "H", "H", "H", "H", "C", "O", "Cl", "C", "N", "C", "C", "O", "N", "C", "C", "H", "H", "H", "H", "H", "H", "H", "H", "H", "H", "H", "H"], "coordinates": [[4.37185, 1.13003, -3.36018], [3.42087, -1.77024, -3.01187], [-0.40493, -0.12977, -1.09820], [-0.60058, -0.07697, -3.25304], [0.84628, 0.04416, -4.27212], [-1.64151, -1.44491, -3.81356], [-2.50085, 1.35653, -2.88374], [-2.13019, 1.16295, -4.62299], [-1.15078, 2.27032, -3.60578], [-1.69917, 1.32484, -3.62924], [-2.51570, -1.52002, -3.15743], [-1.97199, -1.23265, -4.83587], [0.57034, 0.03052, -5.33046], [1.50919, -0.81562, -4.07637], [-1.08737, -2.38570, -3.77481], [1.45238, 0.92127, -4.03514], [1.34528, 0.47240, -1.13280], [2.37670, 0.94073, -0.83511], [-2.72654, -0.44691, -0.89556], [2.36175, -0.26977, 1.77763], [1.26933, -0.17767, 2.70349], [1.70781, -0.12437, 4.08999], [-0.00195, -0.05390, 2.25079], [-0.26846, -0.11707, 1.00412], [-1.04841, 0.15439, 3.09930], [-1.13931, 0.05481, 4.55262], [-2.34178, 0.40395, 2.48099], [3.26073, -0.46347, 2.36144], [2.53809, 0.66592, 1.24021], [2.25051, -1.08891, 1.06305], [1.43776, 0.82581, 4.56822], [1.37036, -1.00768, 4.64936], [2.79795, -0.16825, 4.04929], [-1.63228, 0.96798, 4.91567], [-1.75043, -0.82343, 4.81893], [-0.18150, -0.03188, 5.05018], [-2.31894, 1.26499, 1.80559], [-2.69764, -0.44176, 1.87867], [-3.07685, 0.59937, 3.26473]], "nbo_charge": [0.519, 0.445, 0.689, 1.203, -0.958, -0.971, 0.293, 0.265, 0.254, -0.969, 0.302, 0.257, 0.290, 0.197, 0.252, 0.253, 0.526, -0.498, -0.493, -0.398, -0.420, -0.411, 0.833, -0.829, -0.403, -0.414, -0.414, 0.224, 0.200, 0.189, 0.220, 0.220, 0.222, 0.221, 0.218, 0.224, 0.212, 0.224, 0.227]}

Asked for ΔE to the lowest compared entry with this formula, charge and spin across the records above, the calculation gives 3.0 0.0 kcal per mole in order.